Here is a cluster of 19 separate species, C72H194N12O31 in total at a distorted geometry from the OMol25 dataset. Energies are from wB97M-V/def2-TZVPD.

Each line ends with the Mulliken charge.
Positions of all 309 atoms, in Å:
C (4.34128, -3.84252, 1.76196)  -0.45
O (4.03881, -4.90829, 0.82063)  0.12
C (4.58601, -6.15391, 1.10388)  -0.86
C (4.22480, -7.03465, -0.12647)  -0.41
N (4.91839, -6.60987, -1.35175)  -0.35
C (4.07906, -6.96576, -2.55886)  -0.28
C (4.70418, -6.38712, -3.89199)  -1.12
O (4.89846, -4.98093, -3.71581)  0.10
C (5.51639, -4.33648, -4.82960)  -0.61
H (3.61574, -3.06476, 1.52364)  -0.18
H (5.35978, -3.46888, 1.65638)  0.22
H (4.12310, -4.04301, 2.81091)  0.45
H (4.14658, -6.66375, 1.96124)  0.41
H (5.66475, -6.04923, 1.21989)  0.31
H (3.13829, -7.03047, -0.21357)  0.21
H (4.49478, -8.02814, 0.23154)  0.36
H (5.16703, -5.63095, -1.35021)  0.01
H (3.12930, -6.45571, -2.39794)  -0.07
H (3.76502, -8.00065, -2.69485)  0.65
H (4.00203, -6.74941, -4.64288)  0.38
H (5.65764, -6.83075, -4.17870)  0.59
H (5.62318, -3.30373, -4.49777)  -0.16
H (4.97842, -4.52337, -5.75900)  0.28
H (6.53012, -4.72621, -4.92211)  0.40
C (-6.94973, -0.92643, -0.33863)  -0.02
O (-7.09961, 0.48218, -0.06242)  -0.57
C (-5.89151, 1.28827, 0.16902)  1.09
C (-6.18209, 2.80962, 0.36781)  -1.12
N (-7.07211, 3.06700, 1.55732)  -0.16
C (-7.74685, 4.37786, 1.42095)  -0.76
C (-8.63653, 4.71035, 2.64653)  -0.54
O (-9.70076, 3.74542, 2.70180)  -0.31
C (-10.40707, 3.76816, 3.98628)  -0.82
H (-6.41331, -1.42261, 0.47017)  -0.23
H (-6.39307, -1.13400, -1.25248)  0.27
H (-7.94000, -1.38067, -0.37216)  0.21
H (-5.27872, 1.19963, -0.72805)  -0.07
H (-5.40856, 0.88025, 1.05693)  -0.34
H (-6.70695, 3.13330, -0.53100)  0.50
H (-5.21966, 3.25730, 0.61562)  0.28
H (-7.75576, 2.32431, 1.52367)  0.22
H (-8.39063, 4.48149, 0.54750)  0.37
H (-6.99841, 5.16843, 1.36670)  0.40
H (-9.06184, 5.68810, 2.42021)  0.37
H (-8.00905, 4.66564, 3.53668)  0.37
H (-9.85406, 3.23307, 4.75826)  0.30
H (-11.37790, 3.27652, 3.92399)  0.29
H (-10.73980, 4.71626, 4.40877)  0.31
C (6.47784, 0.37966, -4.18030)  -0.62
O (6.70698, 0.55582, -2.85009)  -0.40
C (5.59352, 0.66641, -1.96661)  0.06
C (6.05720, 0.94558, -0.47705)  0.02
N (6.60451, -0.23657, 0.24631)  0.63
C (7.97521, -0.60809, -0.12263)  -0.78
C (8.36415, -1.88348, 0.58970)  -0.75
O (7.40934, -2.88807, 0.44156)  -0.27
C (7.31030, -3.45315, -0.86595)  0.26
H (5.93519, -0.55619, -4.31377)  0.13
H (7.35938, 0.44952, -4.81758)  0.29
H (5.74515, 1.12251, -4.49564)  0.29
H (4.88841, -0.16403, -1.93072)  0.08
H (5.00157, 1.55840, -2.17168)  0.22
H (5.16445, 1.32690, 0.01863)  -0.68
H (6.72380, 1.80798, -0.48151)  0.47
H (6.03816, -1.06766, 0.15335)  -0.31
H (8.65673, 0.16111, 0.24063)  0.31
H (7.99657, -0.69329, -1.20909)  0.34
H (8.54074, -1.71116, 1.65141)  0.36
H (9.33809, -2.16181, 0.18710)  0.41
H (8.24732, -3.99869, -0.97765)  0.44
H (7.32090, -2.78481, -1.72694)  0.28
H (6.47487, -4.14734, -0.95676)  -0.71
C (-8.57940, -9.13124, -4.13144)  -0.82
O (-8.23315, -8.16063, -3.15616)  -0.25
C (-8.27627, -8.47717, -1.75735)  -0.95
C (-7.59343, -7.36504, -0.90715)  -0.13
N (-8.40414, -6.17562, -0.94875)  -0.39
C (-7.76786, -4.98817, -0.40602)  -1.34
C (-6.52750, -4.52735, -1.16916)  0.57
O (-6.84730, -4.49932, -2.54697)  -0.46
C (-5.68686, -4.15142, -3.24862)  -0.93
H (-9.57388, -9.50543, -3.88834)  0.31
H (-7.89256, -9.97487, -4.19971)  0.31
H (-8.67568, -8.88450, -5.18877)  0.27
H (-7.82918, -9.46731, -1.66887)  0.46
H (-9.30001, -8.62892, -1.41526)  0.39
H (-6.65063, -7.28183, -1.44781)  0.17
H (-7.30510, -7.62019, 0.11259)  0.36
H (-8.51948, -5.86773, -1.90373)  0.38
H (-7.67482, -5.07521, 0.67651)  0.31
H (-8.50788, -4.19249, -0.49187)  0.41
H (-5.85081, -5.35604, -0.96070)  0.15
H (-6.20398, -3.53293, -0.86165)  0.19
H (-5.58209, -3.09488, -3.49528)  0.28
H (-5.78685, -4.73357, -4.16470)  0.41
H (-4.71097, -4.50270, -2.91345)  0.31
C (0.18613, -7.65993, -2.68107)  -0.69
O (-0.12136, -6.35970, -3.18646)  -0.12
C (0.40142, -6.21412, -4.52051)  -0.25
C (0.02776, -4.90025, -5.17409)  -1.14
N (0.43271, -3.75503, -4.37120)  0.18
C (1.86694, -3.42914, -4.35382)  -0.79
C (2.20340, -2.08940, -3.59014)  1.13
O (1.96212, -2.08078, -2.15780)  0.55
C (2.88818, -2.92189, -1.52850)  -0.15
H (1.26084, -7.83841, -2.64566)  0.16
H (-0.24249, -8.44914, -3.29876)  0.36
H (-0.28975, -7.81526, -1.71281)  0.24
H (-0.02448, -6.99817, -5.14659)  0.52
H (1.47966, -6.35958, -4.58638)  0.01
H (-1.04350, -4.82513, -5.36078)  0.38
H (0.56462, -4.71424, -6.10429)  0.41
H (0.15926, -3.86348, -3.40498)  0.21
H (2.32361, -3.44268, -5.34345)  0.70
H (2.32904, -4.28322, -3.85873)  -0.11
H (1.60236, -1.34960, -4.11888)  -1.25
H (3.21684, -1.84633, -3.90946)  -0.16
H (2.67600, -3.91627, -1.92128)  0.14
H (2.61286, -2.70427, -0.49653)  -0.49
H (3.93454, -2.70912, -1.74753)  0.06
C (-1.37756, 6.10133, 4.62957)  -0.85
O (-1.89054, 4.95904, 3.95278)  -0.32
C (-1.26381, 3.77523, 4.22178)  -0.37
C (-1.98539, 2.53223, 3.66811)  0.39
N (-3.20345, 2.24090, 4.39895)  -0.23
C (-3.64598, 0.84496, 4.25800)  0.81
C (-4.78890, 0.59829, 5.31276)  -0.77
O (-5.36405, -0.70527, 5.21180)  -0.37
C (-6.41648, -0.86614, 4.33329)  -0.37
H (-1.92979, 6.98601, 4.31259)  0.27
H (-0.35220, 6.40568, 4.41959)  0.28
H (-1.50830, 5.91825, 5.69610)  0.37
H (-1.03253, 3.66085, 5.28080)  0.49
H (-0.29139, 3.77597, 3.72935)  -0.19
H (-1.29144, 1.72449, 3.90069)  -0.21
H (-2.27093, 2.48067, 2.61744)  0.07
H (-3.93422, 2.83716, 4.03762)  0.36
H (-2.80969, 0.17414, 4.45479)  0.12
H (-4.08826, 0.53480, 3.31128)  -0.66
H (-5.54788, 1.37788, 5.24719)  0.40
H (-4.37622, 0.73281, 6.31262)  0.27
H (-6.13334, -0.48821, 3.35089)  0.05
H (-7.38489, -0.44126, 4.59742)  0.43
H (-6.65653, -1.91697, 4.17133)  0.08
C (1.13554, 6.50015, 1.78826)  -0.69
O (1.65962, 5.26991, 2.18089)  0.06
C (2.96057, 5.09773, 1.64571)  -0.47
C (3.67968, 4.05530, 2.49030)  -0.46
N (5.02684, 3.67794, 2.11281)  0.66
C (6.00532, 4.60648, 2.63069)  -0.47
C (7.45807, 4.21019, 2.32953)  -0.82
O (7.70447, 2.95481, 3.02623)  -0.14
C (9.04979, 2.59941, 3.14845)  -1.07
H (1.27351, 6.73601, 0.73306)  0.01
H (1.55967, 7.32266, 2.36418)  0.42
H (0.08353, 6.72221, 1.96732)  0.21
H (3.54820, 6.01141, 1.73503)  0.71
H (2.88093, 4.81488, 0.59607)  0.08
H (3.04457, 3.18573, 2.32126)  -0.49
H (3.47200, 4.27438, 3.53766)  0.21
H (5.25180, 2.74234, 2.41965)  -0.44
H (5.94733, 4.69445, 3.71559)  0.23
H (5.79687, 5.60711, 2.25203)  0.43
H (8.19296, 4.95559, 2.63353)  0.43
H (7.68478, 4.04521, 1.27621)  0.37
H (9.56132, 2.56964, 2.18639)  0.35
H (9.08775, 1.56097, 3.47753)  0.33
H (9.64138, 3.18288, 3.85392)  0.31
C (-0.50048, 5.66775, -1.33805)  0.88
O (0.52972, 6.52278, -1.90015)  -0.48
C (1.39162, 5.81148, -2.86140)  0.62
C (2.59468, 6.77181, -3.02878)  -1.23
N (3.25186, 6.73712, -1.68698)  0.10
C (4.42865, 7.61701, -1.72866)  -0.84
C (3.97118, 9.11842, -1.61636)  -0.52
O (3.75525, 9.46691, -0.30673)  -0.24
C (3.67362, 10.86647, -0.00009)  -0.87
H (-1.06747, 6.29919, -0.65401)  0.53
H (-0.17424, 4.84019, -0.70812)  -0.51
H (-1.23095, 5.27350, -2.04450)  -0.20
H (0.85406, 5.51435, -3.76186)  0.23
H (1.75756, 4.86901, -2.45404)  -0.30
H (2.24178, 7.77458, -3.26959)  0.33
H (3.25486, 6.52463, -3.86015)  0.56
H (2.51838, 7.14018, -1.12160)  -0.07
H (5.03477, 7.49556, -2.62641)  0.44
H (5.12494, 7.45982, -0.90490)  0.26
H (3.06194, 9.49848, -2.08213)  0.40
H (4.81049, 9.68140, -2.02466)  0.43
H (4.48681, 11.51211, -0.33171)  0.31
H (3.50730, 11.02424, 1.06553)  0.25
H (2.73126, 11.20576, -0.43014)  0.35
C (2.93690, -0.09301, 1.85326)  0.58
O (1.73204, 0.62056, 1.69744)  0.30
C (1.72697, 1.42226, 0.51987)  0.60
C (0.37965, 2.24802, 0.54650)  0.35
N (-0.77300, 1.38260, 0.11133)  0.67
C (-0.84349, 1.19803, -1.35145)  0.04
C (-1.99947, 0.27851, -1.83890)  1.38
O (-1.67801, -1.10950, -1.65214)  0.31
C (-2.66920, -1.91054, -2.28675)  -1.21
H (3.03383, -0.75789, 0.99498)  -0.55
H (2.93166, -0.80561, 2.67805)  0.34
H (3.85551, 0.48216, 1.96915)  -0.39
H (1.70161, 0.85490, -0.41049)  -0.23
H (2.61643, 2.04676, 0.43646)  0.03
H (0.40731, 3.10314, -0.12885)  -1.36
H (0.25185, 2.71014, 1.52538)  -0.54
H (-0.72038, 0.42903, 0.44000)  -0.19
H (0.04351, 0.67226, -1.70489)  0.07
H (-0.92232, 2.19250, -1.79067)  0.25
H (-1.99879, 0.49298, -2.90759)  -0.82
H (-3.00130, 0.55238, -1.50810)  -0.22
H (-2.63444, -1.80508, -3.37108)  0.12
H (-3.68915, -1.66622, -1.98993)  0.09
H (-2.58974, -2.97394, -2.06101)  0.52
C (-4.45914, -7.78131, 3.73994)  -0.79
O (-4.50769, -6.34896, 3.67684)  -0.36
C (-5.56734, -5.82603, 2.86632)  -0.94
C (-5.48087, -4.25366, 2.96800)  -0.97
N (-4.27371, -3.77813, 2.26816)  0.61
C (-4.02743, -2.34853, 2.46021)  0.07
C (-2.59431, -2.00227, 2.00670)  0.68
O (-1.71106, -3.09643, 2.41844)  -0.65
C (-0.34014, -2.80467, 2.62994)  -0.79
H (-5.43604, -8.11159, 4.09306)  0.33
H (-3.71121, -8.12844, 4.45282)  0.25
H (-4.27455, -8.20026, 2.75075)  0.28
H (-6.54906, -6.17346, 3.18818)  0.68
H (-5.65632, -6.25274, 1.86726)  0.28
H (-5.55955, -3.98355, 4.02106)  0.45
H (-6.42561, -3.97050, 2.50389)  0.49
H (-3.43836, -4.21188, 2.63443)  0.33
H (-4.16169, -2.26761, 3.53888)  0.49
H (-4.76529, -1.76623, 1.90831)  -0.97
H (-2.32194, -1.10623, 2.56441)  0.07
H (-2.57017, -1.98070, 0.91718)  -0.37
H (-0.18837, -2.16813, 3.50165)  0.37
H (0.18943, -2.35626, 1.78936)  0.13
H (0.28375, -3.68871, 2.76158)  0.44
C (2.21839, -0.48855, 7.70741)  -0.55
O (1.15432, -0.34520, 6.82096)  -0.47
C (1.47123, 0.23015, 5.62346)  -0.20
C (1.80246, 1.75659, 5.67677)  0.03
N (3.10871, 2.16639, 6.24980)  -0.43
C (4.19725, 1.63470, 5.46437)  1.06
C (5.49478, 2.12182, 6.04550)  -0.73
O (5.72481, 1.58922, 7.35236)  -0.48
C (6.17233, 0.22011, 7.44493)  -0.63
H (2.57437, 0.53056, 7.85841)  0.23
H (3.01575, -1.08563, 7.26490)  0.14
H (1.83314, -1.02253, 8.57606)  0.38
H (0.60651, 0.00467, 4.99935)  0.20
H (2.25534, -0.32084, 5.10415)  0.14
H (0.99655, 2.16786, 6.28460)  0.29
H (1.63972, 2.21645, 4.70201)  -0.53
H (3.14848, 1.70859, 7.14921)  0.50
H (4.33410, 1.95406, 4.43123)  -0.35
H (4.26622, 0.54758, 5.50353)  0.15
H (5.53638, 3.20282, 6.17894)  0.22
H (6.38649, 1.95009, 5.44261)  0.33
H (6.88672, -0.14187, 6.70553)  0.28
H (5.36647, -0.49645, 7.28609)  0.11
H (6.65667, -0.07874, 8.37455)  0.34
C (-2.34593, 6.50364, -4.85008)  -0.84
O (-2.64356, 5.07676, -5.02325)  -0.33
C (-2.00035, 4.56373, -6.18825)  -0.69
C (-2.20295, 3.02032, -5.94121)  -1.01
N (-1.27769, 2.37588, -5.09976)  1.56
C (-0.14355, 1.91320, -5.89248)  -1.40
C (0.99418, 1.31274, -5.08717)  0.40
O (1.74417, 2.33231, -4.38185)  -0.48
C (2.57559, 1.77069, -3.36908)  -0.45
H (-2.97128, 6.97751, -4.09345)  0.33
H (-2.28061, 7.11163, -5.75240)  0.42
H (-1.36703, 6.66022, -4.39694)  0.15
H (-0.96517, 4.88974, -6.08715)  0.32
H (-2.41256, 4.83936, -7.15893)  0.36
H (-2.23899, 2.59906, -6.94587)  0.58
H (-3.24119, 2.82005, -5.67652)  0.33
H (-1.00470, 3.03093, -4.38108)  -0.64
H (0.31800, 2.75788, -6.40396)  0.34
H (-0.50908, 1.12447, -6.55004)  0.32
H (1.56505, 0.58480, -5.66363)  0.68
H (0.50160, 0.64861, -4.37697)  -0.55
H (2.03560, 1.21091, -2.60544)  0.04
H (2.95872, 2.62143, -2.80554)  0.30
H (3.40284, 1.19339, -3.78197)  0.47
O (-0.80043, -1.41255, -5.71009)  -0.54
H (-0.49774, -1.70381, -6.57019)  0.29
H (-0.48105, -2.08121, -5.10418)  0.26
O (6.06861, 0.98095, 2.87899)  -0.28
H (6.35228, 0.65172, 2.02613)  0.15
H (6.78764, 1.54115, 3.17124)  0.39
O (-3.22226, -5.04671, -0.18662)  -0.62
H (-3.69475, -4.67186, 0.55666)  0.26
H (-2.30157, -5.01422, 0.07320)  0.22
O (-3.00620, 0.06318, -5.20687)  -0.88
H (-2.58641, 0.91660, -5.09882)  0.16
H (-2.28067, -0.56102, -5.22147)  0.24
O (-2.72192, 3.41939, -0.10733)  -0.40
H (-2.89290, 3.59294, -1.03301)  0.45
H (-2.22033, 2.60414, -0.10467)  0.08
O (-3.01142, 3.46577, -2.68541)  -0.72
H (-3.02461, 4.00365, -3.47708)  0.47
H (-3.52447, 2.69051, -2.91342)  -0.12
O (-4.78844, 1.40005, -3.44386)  -0.50
H (-5.53131, 1.75181, -3.93441)  0.19
H (-4.50861, 0.63565, -3.94747)  0.18

Summary:
Calculated total energy: -5848.4301 a.u.
ΔE to the lowest compared entry with this formula, charge and spin: 75.7 kJ/mol
HOMO-LUMO gap: 0.3029 Eh